The following is a quantum chemistry calculation of a cluster of 7 separate species, C47H97N9O12 in total at a distorted geometry, from the OMol25 dataset.

The structure (SMILES) is CCCCCCCc1c(N)c2c(c(N=C=O)c1O)C(=O)C(OCCNC[C@H](C)O)=CC2=O.COC[C@@H](C)N.COC[C@@H](C)N.COC[C@@H](C)N.COC[C@@H](C)N.COC[C@@H](C)N.COC[C@@H](C)N. The orbital gap comes out at 6.8 eV. As for the largest force on an atom: 11.65 eV/Å. The total energy is -88268.85328 eV.

Structure (XYZ):
```
165
Properties=species:S:1:pos:R:3:forces:R:3:lowdin_charge:R:1
C -6.340 7.456 -4.646 -0.2304 -0.4255 0.3681 -0.156
C -5.350 6.277 -3.997 -0.3271 0.8817 0.0644 -0.259
C -6.296 5.094 -3.328 -0.1009 1.3690 -0.4193 -0.217
C -6.645 5.570 -1.798 -1.2409 -0.4541 0.2916 -0.222
C -6.415 4.366 -0.660 0.0662 1.6936 -0.1358 -0.199
C -7.637 4.537 0.419 0.0009 0.0440 -0.5433 -0.233
C -7.778 3.325 1.513 -0.0999 0.3049 0.3240 -0.169
C -6.364 2.648 1.992 2.6911 -2.9004 0.6218 -0.020
C -5.095 3.423 2.681 -0.1756 -2.4427 0.2453 -0.083
N -5.135 4.912 2.942 -0.6036 -2.5341 -0.3852 0.055
C -3.754 2.557 3.146 -1.2383 -1.4747 -0.7965 0.036
C -3.636 0.900 2.947 -2.4758 2.2363 -0.8712 0.044
C -4.903 0.121 2.256 0.5469 4.0182 1.2611 -0.115
N -4.862 -1.398 2.085 -4.9826 -0.0918 5.9674 0.080
C -5.725 -1.859 3.087 -4.1105 -1.0778 0.6886 -0.014
O -6.727 -2.327 3.883 8.8108 3.7975 -6.6132 0.017
C -6.210 1.004 1.802 1.6736 0.9512 0.7660 -0.054
O -7.339 0.231 1.189 3.8796 1.3727 0.2510 -0.077
C -2.263 0.117 3.494 -1.4877 -4.9834 1.4174 -0.114
O -2.401 -1.169 3.905 1.2727 8.0487 -2.6426 -0.040
C -0.866 0.974 3.539 -0.1460 4.4540 0.2368 -0.099
O 0.498 0.444 3.384 -3.9981 -0.0371 1.4626 -0.125
C 0.762 -0.695 4.278 1.8193 -1.7837 0.6064 -0.157
C 1.139 -2.063 3.392 0.0849 -0.1842 0.1223 -0.174
N 2.176 -1.736 2.304 0.5683 -0.5172 1.2240 -0.115
C 2.781 -2.993 1.719 0.5404 -0.1743 -1.3317 -0.202
C 1.634 -3.729 0.794 -0.4989 0.3062 0.7985 -0.356
C 1.057 -5.055 1.605 -0.0839 1.0316 0.0280 -0.071
O 2.095 -4.149 -0.539 0.6708 1.1583 0.7520 -0.132
C -0.989 2.477 3.714 -0.3493 -3.6160 -0.5907 0.095
C -2.431 3.258 3.886 -0.4635 2.8727 2.1446 -0.200
O -2.491 4.373 4.627 0.3003 -6.4536 -4.5781 -0.061
H -5.738 8.376 -5.061 -1.1382 -1.9681 0.6609 0.072
H -7.085 7.888 -3.822 1.6658 -1.0607 -1.6390 0.081
H -7.012 6.956 -5.478 1.4328 1.1883 1.5177 0.074
H -4.590 5.880 -4.798 -1.6242 0.7293 1.4425 0.101
H -4.726 6.834 -3.158 -1.1497 -1.4427 -1.6580 0.099
H -7.305 5.097 -3.953 2.1053 -0.1551 1.2996 0.108
H -5.849 4.016 -3.414 -0.6133 2.1584 0.3866 0.105
H -7.811 5.821 -1.787 2.4755 -0.5008 0.0450 0.105
H -6.117 6.588 -1.477 -0.8838 -2.3663 -0.7955 0.117
H -6.385 3.336 -1.215 -0.1673 1.8575 1.3210 0.114
H -5.370 4.594 -0.129 -2.2340 -0.8468 -1.1237 0.117
H -7.544 5.615 0.921 -0.1151 -2.3711 -0.9616 0.120
H -8.648 4.565 -0.202 2.0754 -0.0769 1.3750 0.116
H -8.545 2.541 1.041 2.2086 1.3659 1.2485 0.129
H -8.298 3.761 2.474 1.0278 -0.8922 -1.7874 0.122
H -5.887 5.403 2.410 0.6915 -0.9819 0.6303 0.062
H -5.210 5.150 3.956 0.2713 -0.4493 -0.9467 0.072
H -6.880 -0.290 0.455 -0.9157 0.8045 1.4091 0.123
H 1.763 -0.448 4.876 -2.0981 -0.2236 -1.3301 0.138
H -0.056 -0.889 5.092 1.3401 0.3723 -1.9332 0.135
H 0.190 -2.549 2.893 1.8103 1.2198 0.9382 0.120
H 1.611 -2.909 4.078 -1.1310 1.8030 -0.8185 0.123
H 2.960 -1.150 2.722 -1.4129 -1.0564 -0.5384 0.114
H 3.261 -3.715 2.527 -1.1124 1.2262 -1.4946 0.120
H 3.672 -2.720 0.971 -1.8610 -0.2823 1.7394 0.130
H 0.782 -2.918 0.624 1.7108 -1.6890 0.5517 0.148
H -0.121 -4.970 1.707 2.4723 -0.4577 -0.4265 0.087
H 1.486 -4.979 2.706 -0.8790 -0.5040 -2.3541 0.068
H 1.406 -6.032 1.055 -0.7940 1.9304 1.1972 0.092
H 2.649 -3.438 -0.987 -1.1381 -1.1363 1.1797 0.103
H -0.004 3.120 3.719 -2.2800 -1.3965 0.2150 0.138
C -1.039 9.104 0.238 -0.2092 -0.2430 -0.3268 -0.110
O -1.647 7.928 0.753 0.2738 0.2103 0.5206 -0.195
C -1.781 7.909 2.177 -0.2937 -0.3688 -0.0304 -0.191
C -3.032 8.649 2.705 0.1099 0.1534 -0.4113 -0.425
C -2.884 10.169 2.707 -0.0375 0.2236 0.2566 -0.072
N -4.236 8.288 1.941 0.1547 -0.2780 -0.1704 0.041
H -0.266 9.496 0.904 -0.0782 0.0172 0.0653 0.090
H -1.799 9.863 0.044 0.1384 0.2022 0.0710 0.072
H -0.575 8.853 -0.720 -0.0498 -0.0740 0.1480 0.087
H -1.879 6.851 2.447 -0.0477 0.0921 -0.1319 0.116
H -0.865 8.268 2.661 0.0022 0.1736 -0.0760 0.118
H -3.181 8.339 3.747 0.0621 -0.0915 -0.1073 0.124
H -2.957 10.601 1.707 0.0197 -0.1280 0.0363 0.063
H -3.676 10.628 3.311 0.1032 -0.1390 -0.1276 0.077
H -1.924 10.468 3.140 -0.0860 -0.0310 -0.0634 0.079
H -4.377 7.280 2.015 0.0320 0.1139 0.0896 0.039
H -4.019 8.428 0.950 -0.0953 0.0531 0.3091 0.070
C -3.951 9.283 8.480 -0.0574 0.2431 -0.3825 -0.109
O -3.250 8.661 7.413 0.1937 -0.3887 0.4487 -0.198
C -2.851 7.313 7.677 0.0491 -0.0474 -0.4723 -0.192
C -3.953 6.262 7.413 -0.1676 0.2818 0.1076 -0.423
C -5.008 6.198 8.514 -0.1230 -0.2352 0.1781 -0.074
N -4.622 6.493 6.124 0.2286 0.2821 -0.2272 0.044
H -3.585 8.963 9.459 -0.0344 -0.0926 -0.0296 0.090
H -5.021 9.087 8.388 -0.0440 -0.0222 0.2465 0.073
H -3.808 10.364 8.394 0.0735 -0.1534 -0.0456 0.087
H -2.024 7.113 6.984 -0.1475 0.0966 -0.0001 0.121
H -2.436 7.219 8.687 -0.1567 0.0531 0.0890 0.118
H -3.467 5.279 7.376 0.0607 0.1758 -0.1066 0.132
H -5.700 7.043 8.485 0.1142 -0.0195 -0.0469 0.063
H -5.612 5.289 8.412 0.1187 0.1692 -0.0535 0.077
H -4.540 6.173 9.504 -0.0482 0.0313 -0.0955 0.079
H -3.923 6.449 5.382 -0.0134 -0.1726 0.1033 0.040
H -4.925 7.471 6.111 -0.0206 -0.3078 0.0472 0.076
C -0.571 -8.464 -5.029 0.1659 -0.4259 0.0272 -0.108
O 0.847 -8.498 -4.957 -0.0550 0.6790 -0.1027 -0.189
C 1.448 -7.251 -4.596 0.3404 -0.3022 0.1349 -0.203
C 1.492 -6.985 -3.073 -0.3286 -0.3122 -0.0405 -0.424
C 0.150 -6.542 -2.495 -0.0753 0.2570 0.2254 -0.066
N 1.964 -8.165 -2.333 0.0785 -0.0769 -0.3514 0.046
H -0.945 -7.506 -5.399 0.0309 0.0468 0.0868 0.089
H -1.000 -8.691 -4.051 -0.1898 0.1686 -0.0208 0.073
H -0.893 -9.251 -5.718 0.1403 0.0972 0.0323 0.087
H 2.483 -7.311 -4.955 -0.0907 -0.1757 0.0430 0.097
H 0.981 -6.421 -5.138 -0.2242 0.0105 0.0312 0.108
H 2.202 -6.167 -2.904 0.0151 -0.0782 -0.0597 0.127
H -0.564 -7.363 -2.409 0.1086 -0.0110 -0.0975 0.065
H 0.286 -6.131 -1.488 0.0755 -0.0854 -0.2169 0.061
H -0.302 -5.758 -3.113 0.0123 -0.0699 0.0386 0.079
H 2.899 -8.405 -2.665 -0.1248 0.0159 0.0904 0.050
H 1.391 -8.959 -2.631 0.1437 0.2574 0.1590 0.074
C 7.524 -3.503 0.273 -0.3500 0.2387 -0.1273 -0.104
O 6.615 -3.586 1.360 0.4154 -0.3980 0.2989 -0.208
C 7.184 -4.101 2.567 -0.3405 0.1726 0.1571 -0.198
C 7.928 -3.047 3.418 -0.0185 0.1351 -0.4294 -0.431
C 9.312 -2.695 2.878 0.3029 -0.0014 0.1429 -0.075
N 7.141 -1.812 3.556 -0.2919 -0.2218 -0.1560 0.034
H 8.248 -4.323 0.274 0.0235 0.0430 0.0849 0.091
H 8.037 -2.539 0.287 0.2211 -0.0845 -0.0730 0.073
H 6.947 -3.553 -0.656 -0.0108 -0.0520 0.1700 0.088
H 6.336 -4.470 3.156 0.0109 0.1081 -0.1294 0.117
H 7.817 -4.973 2.359 0.1058 0.0837 -0.1124 0.117
H 8.072 -3.475 4.418 -0.1401 -0.0136 -0.1032 0.134
H 9.269 -2.060 1.990 -0.0928 -0.0800 0.0657 0.064
H 9.888 -2.148 3.633 -0.1728 -0.0679 -0.1189 0.077
H 9.875 -3.600 2.625 -0.0679 0.0908 -0.0055 0.079
H 6.250 -2.041 3.997 0.1834 0.0864 0.0422 0.067
H 6.874 -1.517 2.612 0.1671 -0.0310 0.2797 0.070
C 3.187 -1.394 -7.735 -0.1557 0.3518 0.2220 -0.107
O 2.204 -1.857 -6.821 0.1040 -0.6157 -0.2567 -0.192
C 2.209 -3.273 -6.617 -0.2203 0.1102 0.3336 -0.194
C 3.242 -3.759 -5.574 0.1360 0.4033 -0.1448 -0.424
C 4.672 -3.799 -6.107 0.2071 -0.2374 -0.0145 -0.067
N 3.209 -2.935 -4.357 -0.3195 0.1273 -0.1262 0.043
H 3.362 -2.102 -8.550 0.0321 -0.0612 0.0723 0.090
H 4.118 -1.182 -7.206 0.1527 -0.0777 -0.1803 0.073
H 2.833 -0.452 -8.165 -0.0569 -0.1545 0.0810 0.088
H 1.209 -3.517 -6.237 0.0945 0.1399 -0.0004 0.120
H 2.315 -3.805 -7.570 0.1563 0.0666 -0.0483 0.119
H 2.972 -4.786 -5.300 -0.1147 0.1162 -0.0254 0.113
H 5.116 -2.805 -6.197 -0.1214 -0.0510 0.0142 0.067
H 5.314 -4.376 -5.432 -0.1563 0.1449 -0.0547 0.060
H 4.709 -4.281 -7.090 -0.0037 0.0655 0.0661 0.082
H 2.271 -2.981 -3.957 0.1665 -0.0747 0.0257 0.073
H 3.297 -1.957 -4.651 0.0657 -0.3019 0.1064 0.074
C 8.622 -8.705 -5.593 0.0828 -0.1019 0.4246 -0.107
O 7.868 -7.802 -4.799 -0.2018 0.2817 -0.5765 -0.191
C 6.840 -7.108 -5.511 -0.1421 0.0658 0.4071 -0.199
C 5.521 -7.902 -5.656 0.3531 -0.3168 0.0752 -0.429
C 5.578 -8.985 -6.730 -0.2146 -0.0600 -0.2693 -0.067
N 5.118 -8.515 -4.381 0.2543 0.2542 0.1532 0.044
H 8.762 -8.342 -6.615 -0.1012 -0.0091 -0.0059 0.090
H 8.145 -9.687 -5.597 0.0553 -0.0498 -0.2383 0.073
H 9.607 -8.822 -5.130 -0.1408 0.1146 -0.0102 0.088
H 6.627 -6.210 -4.917 0.0848 -0.1686 0.0431 0.107
H 7.207 -6.754 -6.482 0.0432 -0.1528 -0.0720 0.119
H 4.741 -7.192 -5.956 0.1059 0.0618 0.0948 0.118
H 6.159 -9.857 -6.419 -0.0124 0.1320 0.0487 0.065
H 4.569 -9.342 -6.965 0.1632 0.0753 0.1262 0.079
H 6.015 -8.595 -7.656 -0.0084 -0.0431 0.0983 0.080
H 4.998 -7.775 -3.688 -0.0369 -0.0810 -0.0955 0.072
H 5.923 -9.044 -4.031 -0.2952 0.0754 -0.1357 0.078
```
Positions in Å, forces in eV/Å.